1.
The following is a quantum chemistry calculation of C3H7IN as an isolated structure at a distorted geometry, from OMol25.

Geometry as XYZ:
```
12
C3H7IN (ωB97M-V with the def2-TZVPD basis set)
I 0.19893 2.37031 1.61048
N -0.60833 0.62273 -0.59824
C 0.16237 -0.62980 -0.88418
C -0.39108 0.58897 0.90601
C 0.83232 -0.81094 0.47533
H -0.44019 1.49500 -1.10724
H -1.07167 0.05949 1.45292
H -1.61523 0.46448 -0.64175
H 1.91355 -0.52453 0.53512
H 0.83185 -0.38251 -1.65347
H 0.40085 -1.63851 1.12578
H -0.21338 -1.61468 -1.22075
```

Total charge   +1
Maximum force   6.23 eV/A
2S+1   1
Frontier orbital gap   9.82 eV
Calculated total energy   -12805.66362 eV
HOMO level   -13.662 eV

=====

2.
The following is a quantum chemistry calculation of C33H34EuN7O2S3Si as an isolated structure at a distorted geometry, from OMol25.

Geometry as XYZ:
```
81
C33H34EuN7O2S3Si (ωB97M-V with the def2-TZVPD basis set)
Eu -0.56009 0.22656 -1.55485
S -1.46379 -1.53164 -3.40985
S 1.40871 0.12976 -3.40695
S -2.06479 2.62816 1.19035
Si 1.16371 -1.36714 0.85515
O -2.02829 1.77146 2.38135
O -3.31309 3.38216 1.07095
N -1.51929 1.88736 -2.98415
N -1.77039 3.85846 -1.44035
N -0.66739 -3.57254 -6.40555
N -1.48929 -1.32924 -0.02565
N -1.52559 1.89826 -0.11455
N 1.99401 6.68776 2.95895
N 2.78501 -1.57524 -6.40225
C 3.44751 -1.01204 4.98595
C -1.59789 -2.42504 -1.01275
C 3.07531 -4.97734 -1.48905
C -2.80659 -0.79184 0.33375
C 2.60531 -2.61024 -1.31425
C 2.10041 -1.24954 2.51965
C -0.18849 -1.77304 -4.58145
C -1.61979 2.53236 -1.53115
C 1.94461 -2.80894 -0.08945
C -0.70859 -1.71594 1.16585
C 0.42601 3.44966 2.06025
C -1.17239 5.23166 1.67355
C 3.16621 -3.68734 -2.00585
C 1.36251 4.38696 2.49945
C 0.98371 -1.09494 -4.58025
C 1.02131 5.74066 2.59385
C 1.98981 -1.34804 -5.57975
C -3.69899 -3.17194 0.16725
C 1.85941 -4.12204 0.41495
C -1.85279 4.05656 -3.87655
C 1.28681 0.25316 0.00645
C 2.42201 -5.19514 -0.27935
C -0.22839 6.16066 2.12065
C 3.34291 -1.87444 2.72735
C 2.22671 -0.37224 4.79535
C -0.46919 -2.77054 -5.58205
C -1.89749 4.56156 -2.58695
C -3.00459 -3.01764 -1.17885
C -3.75369 -1.84234 0.92055
C -0.83979 3.87996 1.65775
C 1.55821 -0.48674 3.57375
C -1.65279 2.70686 -4.02575
C 4.00571 -1.76044 3.95285
H 2.31141 0.66406 -0.41665
H 4.96331 -2.25414 4.09675
H -0.97859 -1.07924 2.01625
H -2.66769 0.22656 -1.55485
H 2.68791 -1.61664 -1.75145
H 1.57991 7.53676 3.32925
H -3.15389 -3.90744 0.77215
H 1.79461 0.22226 5.59625
H -1.97039 4.70616 -4.73185
H -0.87559 -2.75414 1.47435
H 0.67021 2.39166 2.03395
H 1.01151 1.12136 0.64065
H -2.70259 0.04636 1.03425
H 3.96781 -0.92174 5.93545
H 3.67301 -3.51674 -2.95225
H -2.93679 -3.99074 -1.67845
H 1.35761 -4.32614 1.36025
H -3.26119 -0.35024 -0.56315
H -1.59929 2.24046 -5.00125
H -4.77629 -1.44684 0.89145
H -0.90959 -3.24574 -0.77965
H 2.34951 -6.20104 0.12575
H -3.60689 -2.37144 -1.82985
H 0.61241 0.03986 3.45775
H -4.71119 -3.56964 0.03295
H 3.82111 -2.45644 1.94095
H -2.05239 5.62536 -2.42615
H 2.69351 6.29686 3.58165
H 2.35151 4.04416 2.78575
H -0.48819 7.21416 2.11005
H -3.52199 -2.01804 1.97815
H -1.27339 -2.03654 -1.98575
H 3.51221 -5.81244 -2.02965
H -2.15409 5.55256 1.33895
```

Total charge   -2
<S²>   12.019
Maximum force   6.74 eV/A
2S+1   7
Frontier orbital gap (alpha / beta)   5.04 / 5.04 eV
Calculated total energy   -109006.21715 eV
HOMO level (alpha / beta)   -0.938 / -0.932 eV

=====

3.
The following is a quantum chemistry calculation of C8H22B3BrFN9O9 as an isolated structure at a distorted geometry, from OMol25.

Geometry as XYZ:
```
53
C8H22B3BrFN9O9 (ωB97M-V with the def2-TZVPD basis set)
Br -3.31400 2.31049 -0.89854
F 0.23783 4.99828 -0.33688
O -3.60490 5.31288 -0.31944
O -2.43029 0.61056 1.00517
O 1.71487 0.55953 -1.61860
O 0.17304 -1.29157 -1.44043
O -0.55188 0.96776 -2.05717
O -0.17318 -2.87608 2.66900
O 5.65171 -0.71769 -1.58858
O -3.46152 -3.79798 -1.65032
O 0.71084 4.03838 -2.23282
N -1.33865 -4.00521 -0.89182
N 6.89114 0.99486 -0.76833
N -0.18141 -5.10883 3.06137
N -2.93420 -5.56796 -0.33433
N 4.64918 1.27652 -1.22194
N 2.21304 -1.15443 0.09730
N 1.20810 -4.20285 1.45888
N -4.68291 5.56921 1.65618
N -2.42649 6.00172 1.48690
C -3.57397 5.60830 0.86065
C 0.25543 -3.98460 2.41385
C -2.62852 0.64715 -0.13438
C -2.32068 -0.56171 -1.04224
C -2.63231 -4.41506 -1.00294
C 0.53595 3.94219 -1.10525
C 0.63497 2.60709 -0.39115
C 5.72674 0.44161 -1.21820
B 0.59737 1.37287 -1.38730
B -0.82933 -0.31025 -1.54543
B 1.35078 -0.67217 -0.99236
H -0.88204 -4.98548 3.76958
H -0.21076 2.50730 0.31526
H -1.59155 6.04005 0.93018
H 3.77657 0.89465 -1.54967
H 7.70260 0.40448 -0.75288
H 6.97359 1.94462 -0.45948
H -4.67915 5.80707 2.62958
H -5.54365 5.28249 1.22717
H 1.54578 -3.39706 0.95762
H 4.68122 2.23185 -0.91972
H -2.26903 -6.08885 0.20441
H 3.18473 -0.92597 -0.12636
H -3.87989 -5.89796 -0.39454
H -1.08282 -3.16012 -1.36976
H -0.63726 -4.49282 -0.36497
H 1.53434 2.59984 0.24423
H -2.36752 -1.45038 -0.40611
H -3.06235 -0.54827 -1.84912
H 2.00376 -0.53492 0.88618
H 0.15950 -6.03143 2.86834
H 1.57599 -5.10832 1.23430
H -2.37796 6.24863 2.45689
```

Total charge   0
Maximum force   4.20 eV/A
2S+1   1
Frontier orbital gap   9.88 eV
Calculated total energy   -115292.65761 eV
HOMO level   -9.720 eV

=====

4.
The following is a quantum chemistry calculation of a single C4H7NO3 molecule at a distorted geometry, from OMol25.

Geometry as XYZ:
```
15
C4H7NO3 (ωB97M-V with the def2-TZVPD basis set)
O -2.65509 0.67862 -0.46086
O -2.24331 0.13852 1.57254
O -0.50851 -0.57890 -1.34690
N -2.06844 0.06214 0.36514
C -0.96367 -0.84822 -0.05993
C 0.33397 -0.19315 -0.23570
C 1.72595 -0.76684 -0.07419
C 0.29140 1.36453 0.01338
H 1.01670 1.83790 -0.57110
H -1.24728 -1.99148 0.16715
H 2.52319 -0.18427 -0.67425
H -0.61828 1.70236 -0.30985
H 0.55804 1.41141 1.08851
H 1.78443 -1.85597 -0.45019
H 2.07088 -0.77664 0.97626
```

Total charge   0
<S²>   2.007
Maximum force   9.49 eV/A
2S+1   3
Frontier orbital gap (alpha / beta)   8.60 / 7.32 eV
Calculated total energy   -11885.70751 eV
HOMO level (alpha / beta)   -7.774 / -10.766 eV

=====

5.
The following is a quantum chemistry calculation of C3H6N3S3 as an isolated structure at a distorted geometry, from OMol25.

Geometry as XYZ:
```
15
C3H6N3S3 (ωB97M-V with the def2-TZVPD basis set)
S -1.27432 -0.93463 1.17383
S 2.84168 -2.01762 -1.16550
S -1.17913 0.83169 -2.62539
N 1.48054 1.03415 0.60700
N 0.80480 -0.47727 -1.71480
N 2.03400 -0.10329 0.29485
C 1.86198 -0.84404 -0.85106
C 0.58493 1.61718 0.03168
C 0.00944 0.50699 -1.52178
H -1.55691 -2.08292 0.39807
H 0.03442 2.48527 -0.06226
H 0.78743 -1.14781 -2.50891
H -1.53382 1.86005 -1.91428
H -0.81781 -1.69997 2.21239
H 2.87181 -0.47249 0.67904
```

Total charge   +1
Maximum force   5.71 eV/A
2S+1   1
Frontier orbital gap   8.46 eV
Calculated total energy   -40173.66288 eV
HOMO level   -13.318 eV

=====

6.
The following is a quantum chemistry calculation of a 5-piece molecular cluster, H9O4S overall at a distorted geometry, from OMol25.

Geometry as XYZ:
```
14
H9O4S (ωB97M-V with the def2-TZVPD basis set)
S 0.23126 -2.10534 0.21826
O 1.15878 1.43098 -1.92583
O 1.83308 0.74413 1.71409
O -1.58715 0.06363 -1.68910
O -2.18654 0.16703 2.28684
H 1.96912 1.19491 0.85682
H 1.30906 -2.19907 -0.74379
H 0.60715 0.73182 -2.33418
H -1.42086 0.69083 1.95121
H 1.48876 -0.08054 1.47935
H -0.88243 -0.43557 -1.11770
H -1.94289 -0.78673 2.05434
H -2.34524 -0.37485 -1.43013
H 1.76790 0.95877 -1.32018
```

Total charge   -1
Maximum force   3.99 eV/A
2S+1   1
Frontier orbital gap   7.78 eV
Calculated total energy   -19172.98062 eV
HOMO level   -3.995 eV

=====

7.
The following is a quantum chemistry calculation of a 2-piece molecular cluster, C5H10O overall, from OMol25.

Geometry as XYZ:
```
16
C5H10O (ωB97M-V with the def2-TZVPD basis set)
O 3.46087 -1.37284 0.83566
C -0.82247 1.42532 -0.94379
C 0.39813 -0.14672 0.55394
C 3.08925 -0.32773 1.31183
C -1.78008 -0.92928 -0.62423
C -0.89406 0.18329 -0.05192
H -0.29148 2.23390 -0.43534
H -0.26314 1.17602 -1.85219
H -1.35483 -1.30375 -1.56179
H -1.85703 -1.77119 0.07237
H 3.19138 0.63937 0.78631
H -2.79300 -0.57014 -0.83826
H 0.40883 -1.24233 0.72668
H -1.31845 0.50170 0.94095
H -1.81701 1.76824 -1.24344
H 2.64308 -0.26387 2.32321
```

Total charge   0
Maximum force   0.47 eV/A
2S+1   1
Frontier orbital gap   8.55 eV
Calculated total energy   -7389.85183 eV
HOMO level   -8.994 eV

=====

8.
The following is a quantum chemistry calculation of a single C5H5ClF3N3O molecule at a distorted geometry, from OMol25.

Geometry as XYZ:
```
18
C5H5ClF3N3O (ωB97M-V with the def2-TZVPD basis set)
Cl 2.89052 1.85977 0.55510
F 2.93301 -1.35539 0.61932
F 1.26309 -2.43333 -0.33630
F 2.38039 -1.08612 -1.43916
O 0.80318 2.09648 -0.78970
N -1.13043 -0.26828 1.33241
N -0.44309 -0.45723 -0.88566
N -1.55314 -0.33257 0.06377
C 0.14335 -0.27966 1.47776
C 0.88669 -0.16129 0.09308
C 1.86398 -1.27004 -0.26326
C 1.39193 1.29776 -0.14034
C -2.71508 0.52488 -0.30494
H -3.46647 -0.19570 -0.58609
H -0.38064 0.18953 -1.67010
H 0.69695 -0.50265 2.36316
H -3.15163 0.85040 0.61504
H -2.41261 1.52345 -0.70410
```

Total charge   0
<S²>   2.008
Maximum force   6.68 eV/A
2S+1   3
Frontier orbital gap (alpha / beta)   6.32 / 8.18 eV
Calculated total energy   -32452.49760 eV
HOMO level (alpha / beta)   -5.655 / -10.433 eV